[1]
An isolated ion of composition C5H10NO and charge +1 in a non-equilibrium geometry, computed with ωB97M-V/def2-TZVPD.

```
17
Properties=species:S:1:pos:R:3
C 0.0802 2.6575 0.4087
C 0.0583 1.6121 -0.1494
C -0.2940 0.2987 -0.6947
C -1.7256 -0.2308 -0.5276
O -1.9808 -0.3803 0.8408
N 0.4170 -0.7690 0.1218
C 1.8057 -0.3602 0.3744
H 0.1016 3.6637 0.7184
H 0.1834 0.3360 -1.6327
H -2.4067 0.5057 -0.9521
H -1.8411 -1.1668 -1.1078
H -2.5347 0.1443 1.3463
H 0.2711 -1.6576 -0.2891
H -0.0340 -1.0006 1.0603
H 1.7253 0.5181 0.8511
H 2.2502 -1.2031 0.7874
H 2.3224 -0.2539 -0.6802
```

Summary:
* energy above the lowest of the compared OMol25 structures with the same formula, charge and spin: 88.3 kcal/mol
* structure (SMILES): C#C[C@H](CO)[NH2+]C
* charge: +1
* maximum force: 6.1 eV Å⁻¹
* molar mass: 100.1 u
* E_LUMO: -3.21 eV
* calculated total energy: -326.14105 Ha

Which charges does natural (NBO) predict for the atoms? In e, they are: atom 1 (C): -0.10, atom 2 (C): -0.11, atom 3 (C): -0.12, atom 4 (C): -0.07, atom 5 (O): -0.75, atom 6 (N): -0.50, atom 7 (C): -0.39, atom 8 (H): 0.26, atom 9 (H): 0.26, atom 10 (H): 0.22, atom 11 (H): 0.20, atom 12 (H): 0.52, atom 13 (H): 0.43, atom 14 (H): 0.47, atom 15 (H): 0.24, atom 16 (H): 0.23, atom 17 (H): 0.22

***

[2]
An isolated ion of composition C5H10NO and charge +1 in a non-equilibrium geometry, computed with ωB97M-V/def2-TZVPD.

```
17
Properties=species:S:1:pos:R:3
N -0.1205 -1.5824 1.7877
C 0.3647 -1.1233 0.5141
C -0.3055 -0.9962 -0.6372
C 0.0402 0.1264 -1.6006
C 0.4431 1.4689 -0.9658
C -0.5136 2.0538 0.0967
O -1.1205 1.3584 0.8639
H 0.5661 -1.8807 2.4944
H -0.7147 -2.4355 1.8043
H -0.7387 -0.9642 2.3405
H 1.3931 -0.7702 0.5966
H -0.9375 -1.8500 -0.8890
H -0.8265 0.1398 -2.2583
H 0.8853 -0.1904 -2.2262
H 0.7807 2.2522 -1.6460
H 1.3373 1.2370 -0.3808
H -0.5330 3.1565 0.1055
```

Summary:
* energy above the lowest of the compared OMol25 structures with the same formula, charge and spin: 63.3 kcal/mol
* structure (SMILES): [NH3+]/C=C/CCC=O
* charge: +1
* maximum force: 3.8 eV Å⁻¹
* molar mass: 100.1 u
* E_LUMO: -3.88 eV
* calculated total energy: -326.18100 Ha

Which charges does natural (NBO) predict for the atoms? In e, they are: atom 1 (N): -0.69, atom 2 (C): -0.11, atom 3 (C): -0.07, atom 4 (C): -0.45, atom 5 (C): -0.52, atom 6 (C): 0.47, atom 7 (O): -0.56, atom 8 (H): 0.45, atom 9 (H): 0.44, atom 10 (H): 0.46, atom 11 (H): 0.22, atom 12 (H): 0.23, atom 13 (H): 0.25, atom 14 (H): 0.26, atom 15 (H): 0.25, atom 16 (H): 0.23, atom 17 (H): 0.14

***

[3]
C5H10NO as an isolated structure in a non-equilibrium geometry, computed with ωB97M-V/def2-TZVPD.

```
17
Properties=species:S:1:pos:R:3
C 3.4220 -0.3397 -0.0498
C 2.0944 -0.4553 0.1575
C 1.3883 0.8239 0.1089
C -1.5600 1.4595 -0.3657
C -2.0489 -0.8248 0.3453
N -2.1347 0.2412 -0.6537
O 0.1401 0.7714 -0.0646
H 4.1906 -1.1429 0.0590
H 3.8610 0.6428 0.0347
H 1.6948 -1.4673 -0.0589
H 2.0401 1.7504 0.2960
H -1.8007 1.7647 0.6199
H -1.8756 -0.5597 1.3336
H -3.0853 -1.2069 0.3987
H -1.3256 -1.7154 0.0966
H -3.1328 0.4213 -0.7636
H -1.8678 -0.1633 -1.4938
```

Summary:
* energy above the lowest of the compared OMol25 structures with the same formula, charge and spin: 152.8 kcal/mol
* charge: +1
* maximum force: 4.7 eV Å⁻¹
* molar mass: 100.1 u
* E_LUMO: -4.39 eV
* calculated total energy: -326.03836 Ha

Which charges does natural (NBO) predict for the atoms? In e, they are: atom 1 (C): -0.20, atom 2 (C): -0.35, atom 3 (C): 0.46, atom 4 (C): 0.03, atom 5 (C): -0.45, atom 6 (N): -0.57, atom 7 (O): -0.55, atom 8 (H): 0.24, atom 9 (H): 0.20, atom 10 (H): 0.25, atom 11 (H): 0.20, atom 12 (H): 0.15, atom 13 (H): 0.24, atom 14 (H): 0.22, atom 15 (H): 0.25, atom 16 (H): 0.47, atom 17 (H): 0.43

***

[4]
A 2-piece molecular cluster, C5H10NO overall in a non-equilibrium geometry, computed with ωB97M-V/def2-TZVPD.

```
17
Properties=species:S:1:pos:R:3
C -2.5764 0.4244 0.2536
C -0.1297 -1.0863 0.3054
C 0.1610 -0.0444 -0.4480
C 0.2581 -2.4286 -0.1125
C 1.2590 1.8956 0.1566
N -0.0629 1.4154 -0.1686
O -3.4312 -0.2818 0.4257
H -0.5999 -0.8237 1.2154
H 0.7782 -0.1040 -1.3158
H 0.7999 -2.8626 0.8009
H 0.7823 -2.5818 -1.1259
H -0.6526 -3.1573 -0.2575
H 1.1584 3.0403 0.3202
H 1.5508 1.4217 1.0848
H 1.9471 1.7626 -0.7218
H -0.4928 1.9491 -0.9686
H -0.7493 1.4617 0.5561
```

Summary:
* energy above the lowest of the compared OMol25 structures with the same formula, charge and spin: 56.0 kcal/mol
* charge: +1
* maximum force: 4.0 eV Å⁻¹
* molar mass: 100.1 u
* E_LUMO: -3.19 eV
* calculated total energy: -326.19264 Ha

Which charges does natural (NBO) predict for the atoms? In e, they are: atom 1 (C): 0.44, atom 2 (C): -0.14, atom 3 (C): -0.07, atom 4 (C): -0.68, atom 5 (C): -0.43, atom 6 (N): -0.53, atom 7 (O): -0.42, atom 8 (H): 0.22, atom 9 (H): 0.21, atom 10 (H): 0.26, atom 11 (H): 0.26, atom 12 (H): 0.26, atom 13 (H): 0.24, atom 14 (H): 0.24, atom 15 (H): 0.25, atom 16 (H): 0.45, atom 17 (H): 0.45

***

[5]
An isolated ion of composition C5H10NO2 and charge -1 in a non-equilibrium geometry, computed with ωB97M-V/def2-TZVPD.

```
18
Properties=species:S:1:pos:R:3
C -2.2028 0.7348 -0.5459
C -1.0762 -0.3563 -0.6036
C 0.1278 0.0167 0.2278
C 1.1025 0.9497 -0.5897
O 2.2069 1.3485 0.0595
N 0.8483 -1.2111 0.5957
C 1.9803 -1.0929 1.3688
O 2.5223 -2.1102 1.8006
H -2.5029 0.7563 0.5152
H -1.7487 1.7031 -0.8330
H -2.9756 0.4414 -1.2691
H -0.8841 -0.7533 -1.6075
H -1.5396 -1.1974 -0.0768
H -0.2068 0.6414 1.0977
H 1.3264 0.4416 -1.5317
H 0.4254 1.8004 -0.8755
H 0.2816 -2.0381 0.7003
H 2.3152 -0.0749 1.5670
```

Summary:
* energy above the lowest of the compared OMol25 structures with the same formula, charge and spin: 48.8 kcal/mol
* structure (SMILES): CC[C@H](C[O-])NC=O
* charge: -1
* maximum force: 1.9 eV Å⁻¹
* molar mass: 116.1 u
* E_LUMO: 3.79 eV
* calculated total energy: -401.74907 Ha

Which charges does natural (NBO) predict for the atoms? In e, they are: atom 1 (C): -0.61, atom 2 (C): -0.39, atom 3 (C): -0.09, atom 4 (C): 0.00, atom 5 (O): -0.95, atom 6 (N): -0.64, atom 7 (C): 0.52, atom 8 (O): -0.68, atom 9 (H): 0.20, atom 10 (H): 0.21, atom 11 (H): 0.19, atom 12 (H): 0.20, atom 13 (H): 0.17, atom 14 (H): 0.16, atom 15 (H): 0.09, atom 16 (H): 0.07, atom 17 (H): 0.37, atom 18 (H): 0.20

***

[6]
An isolated ion of composition C5H10NO2 and charge -1 in a non-equilibrium geometry, computed with ωB97M-V/def2-TZVPD.

```
18
Properties=species:S:1:pos:R:3
C -0.7240 -2.1016 -0.4149
N -0.6612 -0.7587 -0.9683
C 0.2714 0.2405 -0.3476
C -0.1364 0.2073 1.2378
C 1.2958 0.1128 1.2437
O 2.0965 -0.8471 1.2183
C -0.2724 1.6117 -0.8667
O -1.6094 1.7015 -0.8957
H -1.3317 -2.6388 -1.1349
H 0.2771 -2.4741 -0.2458
H -1.3048 -2.1151 0.5273
H -1.5243 -0.2191 -1.0632
H 1.1815 0.1446 -0.9407
H -0.8050 -0.5826 1.5375
H -0.4712 1.1871 1.5498
H 1.7298 0.9975 1.7815
H 0.3052 2.4493 -0.4054
H 0.0781 1.5745 -1.9554
```

Summary:
* energy above the lowest of the compared OMol25 structures with the same formula, charge and spin: 123.1 kcal/mol
* charge: -1
* maximum force: 6.1 eV Å⁻¹
* molar mass: 116.1 u
* E_LUMO: 4.02 eV
* calculated total energy: -401.63058 Ha

Which charges does natural (NBO) predict for the atoms? In e, they are: atom 1 (C): -0.41, atom 2 (N): -0.65, atom 3 (C): -0.15, atom 4 (C): -0.46, atom 5 (C): 0.37, atom 6 (O): -0.68, atom 7 (C): -0.01, atom 8 (O): -0.94, atom 9 (H): 0.19, atom 10 (H): 0.21, atom 11 (H): 0.14, atom 12 (H): 0.41, atom 13 (H): 0.26, atom 14 (H): 0.22, atom 15 (H): 0.23, atom 16 (H): 0.12, atom 17 (H): 0.09, atom 18 (H): 0.08

***

no.,gap between HOMO and LUMO (eV)
1,11.651
2,9.221
3,8.282
4,11.220
5,6.527
6,6.989